(1)
A molecular structure, C30H32MgN2O2P2S at a distorted geometry. Source: OMol25; level of theory: wB97M-V/def2-TZVPD.

HOMO-LUMO gap (alpha / beta), eV: 4.2 / 6.1
Multiplicity: 1
Net charge: +2

Last column: natural (NBO) charge in e.
CARTESIAN COORDINATES (ANGSTROEM)
O  0.933  1.432  -3.022  -0.40
C  -0.690  -4.545  -2.889  -0.19
C  3.351  3.329  1.556  -0.23
H  2.906  -4.640  1.933  0.24
C  3.113  -3.620  2.249  -0.73
C  2.040  -1.235  3.411  -0.53
N  0.151  0.860  -2.101  -0.83
H  1.297  -3.756  -3.165  0.23
H  3.298  0.927  -1.489  0.23
H  -1.738  -4.133  3.260  0.25
H  -2.976  -2.556  4.756  0.24
C  -2.236  -1.519  1.081  -0.45
H  0.729  -1.834  1.097  0.24
H  0.908  -1.754  -1.809  0.22
S  1.741  -3.046  3.300  0.17
H  -3.536  0.181  1.494  0.22
C  -1.753  1.821  -4.433  0.30
H  3.375  4.012  2.429  0.25
O  -2.469  2.743  -4.110  -0.31
H  1.984  -0.578  0.768  0.21
C  -1.957  -4.284  -2.364  -0.18
H  -2.794  -4.950  -2.562  0.24
H  3.077  -0.994  3.099  0.23
H  -1.443  5.677  -1.897  0.24
C  3.294  1.538  -0.597  -0.14
Mg  -1.667  0.423  -2.684  1.73
P  0.504  1.351  -0.541  2.00
C  -0.854  1.717  -5.667  -0.73
C  -3.115  -0.768  1.866  -0.18
C  -2.070  -3.164  2.887  -0.21
C  1.025  -0.387  2.658  -0.43
H  4.041  -3.624  2.841  0.23
H  -4.153  -0.590  3.747  0.24
H  5.419  1.797  -0.679  0.25
C  -1.712  2.662  0.575  -0.18
C  -0.678  2.652  -0.413  -0.53
H  -1.818  1.844  1.257  0.23
H  -1.224  -3.436  0.948  0.22
H  1.258  0.667  2.854  0.22
H  -0.744  0.676  -5.983  0.26
N  -0.005  0.020  0.379  -1.05
H  5.482  3.322  1.311  0.25
C  -1.807  -2.780  1.570  -0.12
C  -2.169  -3.129  -1.600  -0.22
H  1.208  3.154  1.569  0.22
H  -3.390  3.764  1.386  0.24
C  -3.413  -1.174  3.174  -0.21
H  0.170  2.109  -5.455  0.31
C  -0.596  3.768  -1.308  -0.12
C  -2.476  4.842  -0.239  -0.15
C  0.977  -0.756  1.190  -0.24
C  -1.110  -2.255  -1.282  -0.43
H  -0.543  -5.464  -3.441  0.24
P  -1.482  -0.716  -0.341  0.91
C  -1.499  4.831  -1.218  -0.22
H  -1.339  2.331  -6.454  0.28
C  -2.620  3.727  0.615  -0.20
C  4.530  2.952  0.935  -0.13
H  1.931  -0.965  4.478  0.25
H  -3.138  5.700  -0.148  0.25
C  4.501  2.064  -0.138  -0.21
C  -2.840  -2.322  3.704  -0.16
C  2.072  1.931  0.003  -0.53
C  0.336  -3.631  -2.675  -0.15
C  0.141  -2.508  -1.888  -0.25
C  2.140  2.856  1.080  -0.08
H  3.197  -2.955  1.378  0.20
H  0.018  -0.485  3.113  0.22
H  -3.166  -2.900  -1.221  0.23
H  0.073  3.771  -2.142  0.22

(2)
A molecular structure, C30H32N2O6STeV. Source: OMol25; level of theory: wB97M-V/def2-TZVPD.

HOMO-LUMO gap (alpha / beta), eV: 6.5 / 6.6
Multiplicity: 3
Net charge: -1
Expectation value of S²: 2.034

Last column: Mulliken spin population.
CARTESIAN COORDINATES (ANGSTROEM)
H  0.128  7.575  -2.997  0.00
C  -1.733  2.017  -1.820  0.00
H  -1.775  2.092  -0.732  0.00
H  3.781  -4.328  5.811  0.00
H  0.155  6.532  -0.323  0.00
H  -4.074  -1.844  1.699  0.00
C  1.143  7.263  -2.740  0.00
H  2.130  4.940  -3.750  0.00
O  0.439  -3.748  -0.352  0.00
C  1.109  3.337  -0.946  0.00
H  -2.385  0.321  -3.771  0.00
H  -0.652  5.195  1.340  0.00
H  1.551  8.011  -2.058  0.00
C  -2.864  -1.825  -0.472  0.01
C  3.703  -2.795  2.791  0.00
S  -0.020  1.444  4.074  0.13
H  -4.128  -3.593  1.415  0.00
N  0.549  -1.482  1.421  -0.12
N  -2.385  -2.592  0.686  -0.04
H  2.923  1.772  -2.350  0.00
C  -0.978  0.786  -2.232  0.00
H  -0.844  -5.120  -1.052  0.00
C  -3.137  -0.376  -0.074  -0.01
H  -1.159  -3.501  -1.647  0.00
H  4.333  -2.491  1.965  0.00
C  -1.924  -3.954  0.324  0.03
C  -0.862  -4.068  -0.756  0.00
C  0.588  5.691  -0.856  0.00
C  3.379  -3.821  4.941  0.01
C  0.826  -0.823  -1.988  0.01
C  -3.475  -2.757  1.676  0.00
O  -3.999  0.264  -0.641  0.00
C  -2.898  -2.945  3.080  0.01
H  5.283  -3.645  3.964  0.00
C  1.838  -1.796  1.461  0.07
H  0.441  -2.710  3.679  -0.02
C  -0.080  4.299  1.096  0.01
H  0.679  4.164  1.873  0.00
C  2.019  -3.556  4.854  0.00
H  0.444  -2.880  0.098  0.00
C  0.312  -1.581  -3.029  0.00
H  -2.757  1.971  -2.190  0.00
H  -0.741  3.433  1.144  0.00
C  1.686  4.802  -2.769  0.00
H  1.353  -3.857  5.653  0.00
C  -0.495  0.360  3.123  -0.02
O  -3.365  -3.752  3.853  0.00
H  1.520  1.735  -3.396  0.00
H  -1.256  2.923  -2.201  0.00
H  0.806  -2.502  -3.311  0.00
C  1.503  -2.907  3.740  0.02
C  1.686  3.526  -2.207  0.00
H  -1.550  -4.424  1.237  0.00
H  2.888  2.776  -3.816  0.00
C  2.292  2.393  -2.988  0.00
C  2.341  -2.520  2.700  0.00
C  -0.833  -1.154  -3.690  0.00
O  -2.372  0.071  0.882  -0.03
H  -2.801  -4.525  -0.013  0.00
H  -1.244  -1.736  -4.507  0.00
C  -1.468  0.010  -3.284  0.00
O  -1.913  -2.125  3.333  -0.02
H  -3.764  -2.263  -0.916  0.00
H  1.738  7.277  -3.653  0.00
C  1.144  5.895  -2.112  0.00
Te  1.115  1.422  -0.020  0.01
H  1.713  -1.152  -1.455  0.00
C  0.553  4.432  -0.265  0.00
C  4.221  -3.438  3.904  -0.01
C  0.197  0.359  -1.599  0.00
O  2.646  -1.600  0.535  0.08
V  -1.141  -1.112  1.858  1.87
H  -2.082  -1.788  -1.233  0.00

(3)
A molecular structure, C30H32N4O6ReSi. Source: OMol25; level of theory: wB97M-V/def2-TZVPD.

HOMO-LUMO gap (alpha / beta), eV: 6.2 / 7.0
Multiplicity: 2
Net charge: +2
Expectation value of S²: 1.014

Last column: Mulliken spin population.
CARTESIAN COORDINATES (ANGSTROEM)
C  2.426  2.170  2.724  -0.03
C  -2.585  -1.232  2.510  -0.01
C  2.247  1.522  -4.656  0.00
O  -0.806  -2.256  0.393  -0.03
H  0.360  -2.777  4.137  0.00
N  3.489  -5.875  -1.851  0.00
H  0.424  -2.660  2.391  -0.01
H  -2.216  4.589  0.158  0.00
O  -0.870  1.669  0.705  -0.01
C  2.490  -0.258  4.645  0.00
C  -3.099  0.724  -0.580  0.07
C  -1.526  3.935  0.683  0.00
C  1.605  1.586  -1.977  0.01
H  3.418  -0.421  4.097  0.00
C  3.285  3.224  2.518  0.02
N  -2.332  -0.492  1.420  0.01
H  3.617  0.953  -1.606  0.00
N  0.953  0.399  1.958  -0.15
C  -4.937  -1.006  2.234  0.00
C  3.690  -3.440  -1.400  0.00
N  -2.820  2.127  -0.311  0.00
H  -3.501  2.829  -0.559  0.00
H  2.502  1.502  -5.705  0.00
O  2.780  -6.852  -1.818  0.00
H  1.009  -5.491  -1.003  0.00
H  1.908  -2.693  3.327  0.00
C  0.887  -2.310  3.304  0.00
C  -0.264  -3.294  -0.111  0.01
Si  0.956  -0.462  3.601  0.04
C  -1.732  2.499  0.349  0.00
H  0.238  2.188  -4.997  0.00
C  2.853  3.103  0.166  0.05
H  2.243  1.849  3.733  0.00
C  1.966  2.048  0.374  -0.11
H  -3.966  0.673  -1.236  0.00
H  -1.030  -0.474  5.108  0.00
H  2.567  0.672  5.200  0.00
H  3.770  3.695  3.359  0.00
O  1.325  -0.997  -0.279  0.01
H  4.190  4.507  1.052  0.00
H  2.988  3.478  -0.839  0.00
C  2.882  1.200  -2.354  0.00
C  2.891  -4.602  -1.404  0.00
H  -5.952  -1.202  2.548  0.00
H  2.416  -1.057  5.389  0.00
C  1.596  -4.583  -1.002  0.00
H  -1.221  0.777  3.876  0.00
H  -4.005  -2.089  3.848  0.00
C  1.043  -3.348  -0.569  -0.01
C  -3.379  -0.038  0.692  -0.03
C  1.767  1.510  1.672  -0.05
H  -2.254  0.291  -1.132  -0.02
C  -0.500  0.275  4.521  -0.01
H  3.774  -1.349  -1.000  0.00
C  3.170  -2.240  -1.008  0.01
H  4.192  0.887  -4.015  0.00
H  -5.498  0.090  0.471  0.00
H  -1.662  4.062  1.757  0.00
O  4.647  -5.838  -2.194  0.00
H  -0.499  4.207  0.444  0.00
O  1.194  1.563  -0.642  -0.02
C  3.517  3.682  1.226  -0.08
C  -4.685  -0.277  1.082  -0.01
H  -0.126  1.017  5.225  0.00
H  -0.903  -4.176  -0.162  0.00
H  4.720  -3.527  -1.717  0.00
Re  -0.275  -0.341  0.695  1.32
C  1.819  -2.153  -0.601  -0.01
C  3.198  1.176  -3.705  0.00
H  -1.723  -1.618  3.029  0.00
H  -0.334  2.255  -2.578  0.00
C  0.975  1.907  -4.258  0.00
C  -3.864  -1.498  2.956  0.00
C  0.647  1.945  -2.909  0.00

(4)
A single C30H33BrN4O2 molecule. Source: OMol25; level of theory: wB97M-V/def2-TZVPD.

HOMO-LUMO gap, eV: 9.0
Multiplicity: 1
Net charge: 0

Last column: natural (NBO) charge in e.
CARTESIAN COORDINATES (ANGSTROEM)
H  3.111  -1.245  4.849  0.21
C  -0.010  0.300  0.782  0.62
H  3.446  1.495  -0.185  0.20
H  1.204  -0.144  3.615  0.20
H  -0.795  -3.756  1.310  0.24
H  8.734  1.804  5.753  0.20
C  3.142  1.291  -1.200  -0.23
Br  -4.566  1.365  -2.541  0.02
N  0.882  1.349  0.798  -0.45
C  4.896  0.308  2.456  -0.22
H  3.898  -0.717  -3.808  0.21
H  -7.143  0.000  -3.295  0.23
C  1.406  -0.066  2.541  -0.01
H  0.975  2.382  -3.541  0.21
C  -4.567  -0.524  -2.251  -0.08
C  -3.615  -1.038  -1.393  -0.17
H  2.546  1.743  2.034  0.21
H  6.755  1.307  2.734  0.21
C  4.956  -0.235  5.157  -0.25
C  5.963  0.757  3.218  -0.25
C  -5.465  -2.682  -2.642  -0.21
N  -0.935  0.344  -0.105  -0.62
H  0.880  3.780  -1.572  0.22
C  -0.767  1.613  -0.799  -0.23
H  2.103  0.627  -4.838  0.21
C  2.115  2.039  -1.761  0.07
H  -6.186  -3.327  -3.123  0.21
C  3.852  -0.407  3.020  -0.06
C  -2.602  -3.053  -0.233  0.66
H  8.623  1.025  4.156  0.18
N  -1.448  -2.377  -0.059  -0.64
H  0.506  -2.848  0.486  0.20
N  0.269  -0.561  1.780  -0.43
H  -1.351  -1.412  -0.378  0.44
C  -5.509  -1.316  -2.899  -0.04
H  2.096  3.594  -0.297  0.21
H  -7.168  -1.500  -4.234  0.22
C  1.387  3.056  -0.932  -0.45
C  -6.525  -0.727  -3.823  -0.63
H  2.483  -1.921  2.396  0.22
C  2.394  0.808  -3.813  -0.20
H  -4.501  -4.281  -1.585  0.24
C  1.508  1.408  2.092  -0.21
C  -0.450  -1.767  2.101  -0.21
C  0.331  2.403  -0.025  -0.03
H  4.893  0.514  1.395  0.21
H  4.576  -0.273  -1.478  0.21
H  -0.124  3.188  0.602  0.18
C  3.904  -0.675  4.386  -0.19
C  3.403  0.055  -3.238  -0.22
C  6.000  0.492  4.581  0.29
C  1.755  1.793  -3.080  -0.25
O  6.990  0.883  5.429  -0.49
C  -3.582  -2.410  -1.163  -0.15
H  0.964  2.076  2.778  0.18
H  -6.035  -0.203  -4.644  0.23
H  -2.922  -0.369  -0.906  0.24
H  7.757  2.557  4.469  0.18
O  -2.829  -4.135  0.284  -0.64
H  5.000  -0.442  6.214  0.23
C  2.681  -0.864  2.200  -0.43
H  -0.457  1.416  -1.829  0.20
H  -1.485  -1.521  2.375  0.21
H  2.886  -0.745  1.135  0.22
H  0.040  -2.220  2.964  0.21
C  3.780  0.304  -1.929  -0.20
H  -1.721  2.146  -0.824  0.21
C  -4.523  -3.221  -1.787  -0.15
C  -0.488  -2.773  0.940  -0.24
C  8.078  1.606  4.907  -0.25

(5)
A molecular structure, C30H33CeN6OS2. Source: OMol25; level of theory: wB97M-V/def2-TZVPD.

HOMO-LUMO gap (alpha / beta), eV: 6.1 / 6.1
Multiplicity: 1
Net charge: +1

Last column: Löwdin charge in e.
CARTESIAN COORDINATES (ANGSTROEM)
C  1.435  -3.396  -0.205  -0.16
H  0.136  4.182  0.291  0.13
C  2.634  0.279  -3.470  -0.21
C  -2.258  -3.047  0.073  -0.02
C  -2.476  1.701  -3.244  -0.02
C  1.381  2.164  1.877  -0.22
H  -3.235  -2.036  -3.115  0.12
C  -3.564  -3.478  0.229  -0.06
N  2.587  0.671  -2.145  -0.10
C  3.753  1.126  -1.753  -0.47
N  -1.521  0.797  -2.944  -0.18
H  2.569  -0.533  3.585  0.10
H  1.007  -2.701  1.795  0.10
C  -0.369  3.299  0.696  -0.21
C  -3.755  1.294  -3.501  -0.03
N  -1.762  0.521  0.141  -0.08
S  4.938  1.146  -2.951  1.08
N  0.559  2.168  0.813  -0.10
H  2.592  -1.750  2.045  0.09
C  -2.408  1.815  0.335  -0.20
H  -5.498  -1.226  1.863  0.11
H  -5.541  -3.413  0.982  0.11
H  3.938  1.473  -0.746  0.09
C  2.415  -2.366  -0.764  -0.22
H  0.858  -3.806  -1.038  0.10
H  4.137  0.180  -5.058  0.08
H  -2.135  2.725  -3.259  0.14
C  2.096  0.910  2.136  -0.22
C  -4.610  -1.551  1.333  -0.06
C  2.391  0.525  3.463  0.00
C  2.152  3.543  3.881  -0.06
H  2.216  4.586  4.171  0.11
H  -0.729  3.567  1.695  0.13
C  0.469  -2.909  0.873  -0.20
H  2.797  0.648  5.499  0.11
H  1.741  -0.113  -3.931  0.09
H  -1.213  2.753  -1.195  0.07
H  2.860  -2.766  -1.678  0.13
Ce  0.487  0.266  -0.582  1.15
C  1.620  3.332  2.615  -0.01
C  2.525  2.620  4.834  -0.09
H  4.019  -0.770  1.904  0.13
H  -2.610  1.986  1.400  0.13
C  -3.047  -0.973  -3.159  -0.06
C  3.119  -1.081  1.364  -0.22
H  4.136  -2.709  0.457  0.13
H  -5.053  -0.424  -3.622  0.12
H  2.002  -4.233  0.214  0.13
C  -1.559  2.965  -0.183  -0.18
H  -0.211  -3.724  1.123  0.11
C  -4.629  -2.847  0.852  -0.09
C  -1.632  -1.831  0.417  -0.26
C  -2.405  -0.586  0.511  -0.22
H  2.805  2.990  5.811  0.11
H  -1.584  -3.775  -0.361  0.11
H  1.304  4.236  2.111  0.10
H  -3.374  1.817  -0.178  0.13
H  -3.752  -4.483  -0.134  0.11
C  3.536  -1.855  0.129  -0.16
C  2.554  1.251  4.631  -0.06
H  1.842  -1.522  -1.149  -0.02
C  -3.646  -0.567  1.169  0.01
N  2.312  0.118  1.076  -0.06
H  -2.183  3.857  -0.255  0.13
C  3.848  0.425  -4.049  -0.36
C  -1.734  -0.543  -2.925  -0.61
S  -0.400  -1.608  -2.638  0.78
H  -4.505  2.034  -3.739  0.12
N  -0.306  -1.700  0.558  -0.09
H  -3.928  0.406  1.551  0.10
O  -0.294  1.263  -2.613  -0.29
C  -4.046  -0.072  -3.441  -0.04
H  4.204  -1.237  -0.476  0.10

(6)
A molecular structure, C30H33ClN6O3STi. Source: OMol25; level of theory: wB97M-V/def2-TZVPD.

HOMO-LUMO gap (alpha / beta), eV: 8.4 / 8.6
Multiplicity: 2
Net charge: +1
Expectation value of S²: 0.753

Last column: Mulliken spin population.
CARTESIAN COORDINATES (ANGSTROEM)
H  2.002  3.201  1.955  0.00
H  0.688  1.591  -4.718  0.00
H  -2.045  1.276  -0.814  0.00
C  1.025  2.747  1.973  0.02
C  3.815  1.034  6.198  0.00
C  -2.576  -1.975  -3.483  0.00
C  -2.418  -2.632  2.328  0.00
C  6.188  0.852  6.214  0.00
O  1.077  0.938  -4.126  0.00
C  -0.449  1.133  2.090  0.02
H  -3.358  -3.437  -0.513  0.00
N  3.810  0.699  4.890  0.01
C  1.508  -0.808  -0.435  0.01
H  2.838  1.218  6.616  0.00
C  -1.052  -2.564  2.503  0.00
H  -2.448  -0.010  -1.940  0.00
H  -5.734  -0.837  -2.930  0.00
C  -3.467  -2.831  -1.402  0.00
H  -0.464  -3.449  2.710  0.00
H  -0.153  -0.475  -5.454  0.00
H  0.034  -1.635  -2.354  0.00
C  3.347  0.182  -0.742  0.01
H  7.132  0.912  6.737  0.00
C  -1.582  2.192  -3.285  0.00
H  -0.673  -2.570  -4.245  0.00
C  -4.635  -2.121  -1.615  0.00
C  4.940  0.434  4.195  0.01
C  4.992  1.116  6.886  0.00
C  -0.836  -0.423  -4.603  0.00
C  -1.109  -0.167  2.172  0.02
H  7.060  0.302  4.330  0.00
H  -1.624  0.269  -4.892  0.00
H  -1.087  -0.193  -0.832  0.00
H  -2.106  2.419  1.973  0.00
H  -1.542  -3.327  -2.178  0.00
H  1.317  -1.480  -3.572  0.00
H  -2.921  -3.587  2.398  0.00
H  -2.471  1.716  -3.696  0.00
H  -0.243  2.838  -1.162  0.00
C  6.157  0.515  4.883  0.00
N  2.871  0.003  -1.946  0.00
S  4.801  0.014  2.532  -0.02
H  -3.912  -0.709  -4.588  0.00
C  0.760  -0.955  -2.797  0.00
Ti  2.344  -0.095  2.427  0.97
C  0.303  2.057  -1.695  0.00
N  0.860  1.383  2.093  -0.03
C  -2.450  -2.758  -2.342  0.00
H  -1.924  2.987  -2.621  0.00
H  -3.078  0.616  1.760  0.00
C  -1.446  -1.833  -4.467  0.00
O  0.955  -1.333  2.570  -0.01
C  -3.778  -1.300  -3.690  0.00
N  -1.107  2.310  1.969  0.01
H  -1.037  2.674  -4.099  0.00
C  -2.494  -0.268  1.987  0.00
C  -0.710  1.207  -2.488  0.00
H  0.840  1.484  -0.940  0.00
C  -4.805  -1.364  -2.765  0.00
H  4.977  1.382  7.932  0.00
H  -0.486  4.362  1.806  0.00
H  4.293  0.658  -0.550  0.00
N  1.696  -0.618  -1.736  0.01
C  -3.150  -1.476  2.060  0.00
C  -1.620  0.512  -1.471  0.00
H  -1.819  -2.093  -5.461  0.00
O  2.634  0.668  4.264  -0.01
C  -0.194  3.333  1.897  0.00
H  0.647  -1.297  -0.010  -0.01
N  2.531  -0.303  0.240  -0.01
H  -4.217  -1.525  1.900  0.00
H  1.035  2.532  -2.345  0.00
C  0.032  0.218  -3.472  0.00
C  -0.376  -1.343  2.425  -0.01
Cl  -5.913  -2.194  -0.441  0.00

Sequential ΔE to the lowest compared entry with this formula, charge and spin output: 0.0 55.4 183.6 87.6 0.0 11.0 kJ/mol
Sequential DFT total energy output: -73545.17146 -90714.46611 -59866.65729 -111744.86390 -77227.13074 -93200.30297 eV